16
Properties=species:S:1:pos:R:3:forces:R:3:nbo_charge:R:1 method="wB97M-V/def2-TZVPD" energy_ev=-8851.625 homo_ha=-0.54406 e_above_lowest_kj_mol=69.0 charge=+1 multiplicity=1 homo_lumo_gap_ev=11.52
O 2.128 -0.976 -0.820 -0.1 -0.1 0.3 -0.497
C 1.864 -0.195 0.058 0.3 -0.5 -0.9 0.427
C 0.448 0.365 0.153 0.7 -0.1 0.9 -0.165
C 0.485 1.820 -0.177 0.5 1.3 -1.0 -0.645
N -0.397 -0.390 -0.790 -1.7 -0.6 0.2 -0.695
H 2.652 0.148 0.745 -0.3 0.2 0.2 0.174
H 0.101 0.152 1.166 -0.3 0.2 0.0 0.245
H 0.897 1.959 -1.189 -0.2 -0.2 0.1 0.233
H 1.198 2.378 0.427 -0.1 -0.2 0.4 0.262
H -0.465 2.354 -0.160 -0.1 -0.3 0.3 0.248
H -0.813 0.169 -1.538 0.6 0.0 -0.1 0.441
H -1.219 -0.784 -0.275 0.5 0.1 0.2 0.477
H 0.103 -1.204 -1.162 0.4 0.2 -0.3 0.463
H -2.856 -2.083 0.642 0.4 0.5 0.0 0.500
H -2.053 -2.074 1.893 0.4 0.4 0.0 0.511
O -2.073 -1.638 1.026 -1.0 -0.9 0.0 -0.979